one.
The following is a quantum chemistry calculation of the molecule C3H4BrF, from OMol25.

Computed properties:
HOMO-LUMO gap = 10.49 eV
structure (SMILES) = FC/C=C/Br
HOMO = -9.614 eV

CARTESIAN COORDINATES (ANGSTROEM)
C1 -0.75 -0.02 0.81
C2 -1.55 -0.44 -0.13
C3 1.03 -0.55 0.58
F1 1.14 -1.05 -0.71
Br1 -3.44 -0.19 -0.05
H1 -0.84 0.77 1.52
H2 -1.07 -0.91 -1.01
H3 1.12 -1.41 1.23
H4 1.76 0.35 0.82

two.
The following is a quantum chemistry calculation of a cluster of 2 separate species, C3H4BrF in total, from OMol25.

Computed properties:
HOMO-LUMO gap = 9.85 eV
structure (SMILES) = FC1=CC1.Br
HOMO = -9.388 eV

CARTESIAN COORDINATES (ANGSTROEM)
C1 1.32 -0.24 0.64
C2 1.42 -0.74 -0.82
C3 0.24 -0.53 -0.31
F1 -1.05 -0.76 -0.33
Br1 -3.07 1.11 0.00
H1 1.47 -0.77 1.54
H2 1.67 0.84 0.69
H3 -4.01 2.34 0.17
H4 2.00 -1.26 -1.57

Stability check: which of them is least stable? two.

one.
The following is a quantum chemistry calculation of a cluster of 9 separate species, C10H38N12O9 in total, from OMol25.

Computed properties:
HOMO-LUMO gap = 9.07 eV
structure (SMILES) = NC(N)=O.NC(N)=O.NC(N)=O.NC(N)=O.NC(N)=O.NC(N)=O.CCO.CO.CO
HOMO = -9.013 eV

CARTESIAN COORDINATES (ANGSTROEM)
C1 -7.29 -10.11 -1.41
C2 -8.27 -11.03 -0.74
O1 -7.65 -11.95 0.11
H1 -6.84 -9.46 -0.59
H2 -7.78 -9.49 -2.15
H3 -6.44 -10.44 -1.85
H4 -8.99 -11.56 -1.43
H5 -8.92 -10.41 -0.08
H6 -8.40 -12.41 0.51
C3 -14.91 -9.26 0.62
O2 -14.37 -10.44 0.07
N1 -16.19 -9.14 0.62
N2 -14.27 -8.22 1.01
H7 -16.80 -10.03 0.47
H8 -16.75 -8.36 1.06
H9 -13.32 -8.33 1.23
H10 -14.83 -7.32 1.11
C4 -13.21 -9.52 -4.42
O3 -13.99 -9.57 -5.58
N3 -11.93 -9.53 -4.39
N4 -13.66 -9.88 -3.27
H11 -11.56 -9.44 -5.27
H12 -11.37 -9.19 -3.61
H13 -14.64 -9.63 -3.14
H14 -13.06 -9.81 -2.38
C5 -8.18 -6.97 -3.43
O4 -8.75 -6.54 -4.55
N5 -8.90 -6.97 -2.34
N6 -7.01 -7.26 -3.27
H15 -9.84 -6.62 -2.44
H16 -8.52 -7.12 -1.37
H17 -6.31 -7.02 -4.02
H18 -6.76 -7.86 -2.46
C6 -11.54 -6.82 2.89
O5 -11.92 -8.12 2.86
N7 -11.40 -6.12 3.99
N8 -11.35 -6.19 1.74
H19 -11.60 -6.64 4.88
H20 -11.10 -5.15 3.96
H21 -11.38 -6.78 0.87
H22 -11.19 -5.14 1.77
C7 -10.86 -12.57 -2.64
O6 -10.01 -13.53 -2.30
N9 -10.55 -11.59 -3.39
N10 -12.10 -12.52 -2.37
H23 -9.62 -11.61 -3.85
H24 -11.21 -10.90 -3.84
H25 -12.51 -13.38 -2.00
H26 -12.73 -11.79 -2.69
C8 -11.25 -8.99 -1.17
O7 -11.41 -7.78 -0.49
N11 -10.47 -9.15 -2.23
N12 -12.05 -10.04 -1.08
H27 -9.73 -8.36 -2.27
H28 -10.22 -10.10 -2.61
H29 -12.92 -9.96 -0.48
H30 -11.76 -10.98 -1.31
C9 -11.47 -4.89 -2.39
O8 -11.54 -6.31 -2.87
H31 -11.31 -4.81 -1.28
H32 -12.40 -4.36 -2.65
H33 -10.58 -4.40 -2.76
H34 -12.10 -6.86 -2.31
C10 -10.67 -12.16 1.10
O9 -9.59 -13.07 1.42
H35 -11.67 -12.48 1.42
H36 -11.01 -12.18 -0.01
H37 -10.50 -11.20 1.66
H38 -9.88 -13.66 2.19

two.
The following is a quantum chemistry calculation of a cluster of 9 separate species, C10H38N12O9 in total, from OMol25.

Computed properties:
HOMO-LUMO gap = 8.77 eV
structure (SMILES) = NC(N)=O.NC(N)=O.NC(N)=O.NC(N)=O.NC(N)=O.NC(N)=O.CCO.CO.CO
HOMO = -9.315 eV

CARTESIAN COORDINATES (ANGSTROEM)
C1 1.96 -4.35 1.42
C2 1.87 -3.43 0.16
O1 2.64 -2.25 0.38
H1 2.96 -4.77 1.57
H2 1.31 -5.21 1.20
H3 1.71 -3.85 2.34
H4 0.82 -3.26 0.02
H5 2.21 -3.99 -0.74
H6 2.38 -1.65 -0.29
C3 -1.49 -0.86 -0.94
O2 -1.81 -0.54 -2.31
N1 -0.93 0.04 -0.22
N2 -1.56 -2.03 -0.41
H7 -0.46 0.84 -0.67
H8 -0.50 -0.11 0.70
H9 -1.78 -2.79 -1.06
H10 -1.28 -2.29 0.49
C4 -0.19 -1.54 2.72
O3 -0.77 -2.80 2.48
N3 0.69 -0.98 1.98
N4 -0.55 -0.83 3.72
H11 1.24 -1.52 1.33
H12 0.92 0.00 2.13
H13 -1.20 -1.26 4.40
H14 0.07 -0.01 3.97
C5 -1.84 2.39 3.04
O4 -1.65 2.68 4.41
N5 -1.52 1.25 2.46
N6 -2.10 3.23 2.09
H15 -1.29 0.36 2.94
H16 -1.70 1.13 1.44
H17 -2.44 4.10 2.44
H18 -2.07 3.08 1.13
C6 1.77 1.69 3.50
O5 3.16 1.78 3.71
N7 0.90 1.47 4.42
N8 1.15 1.65 2.33
H19 1.14 1.35 5.42
H20 -0.06 1.67 4.36
H21 1.74 1.72 1.47
H22 0.15 1.78 2.32
C7 -0.45 1.28 -4.85
O6 -0.11 2.27 -5.68
N9 -0.50 0.03 -5.21
N10 -0.64 1.44 -3.59
H23 -0.34 -0.26 -6.23
H24 -0.55 -0.68 -4.55
H25 -0.81 2.47 -3.38
H26 -1.12 0.70 -3.11
C8 1.82 1.11 -1.00
O7 2.10 -0.17 -1.47
N11 2.41 1.76 -0.03
N12 0.88 1.83 -1.45
H27 3.24 1.26 0.21
H28 2.32 2.80 0.07
H29 0.39 1.59 -2.40
H30 0.76 2.77 -1.14
C9 -3.13 2.40 -0.92
O8 -1.86 2.94 -0.75
H31 -3.21 1.88 -1.93
H32 -3.77 3.28 -0.82
H33 -3.43 1.73 -0.13
H34 -1.64 3.54 -1.45
C10 0.72 -2.81 -3.33
O9 0.10 -3.10 -4.55
H35 0.31 -3.50 -2.58
H36 0.60 -1.80 -3.03
H37 1.78 -2.87 -3.51
H38 0.52 -3.78 -5.04

Stability check: which of them is least stable? one.

one.
The following is a quantum chemistry calculation of a cluster of 2 separate species, C6H12N2 in total, from OMol25.

Computed properties:
HOMO-LUMO gap = 9.04 eV
structure (SMILES) = Cc1c[nH]cn1.CC
HOMO = -8.111 eV

CARTESIAN COORDINATES (ANGSTROEM)
C1 0.35 0.04 2.38
C2 1.74 2.28 -0.10
C3 0.64 0.98 1.32
C4 -0.38 1.56 0.42
N1 1.85 1.38 0.93
N2 0.38 2.51 -0.35
H1 2.52 2.99 -0.52
H2 0.05 3.39 -0.79
H3 -1.47 1.59 0.64
H4 -0.19 -0.90 2.04
H5 -0.37 0.58 2.95
H6 1.16 -0.30 3.02
C5 -0.20 -2.54 -1.58
C6 -1.41 -1.59 -1.39
H7 0.45 -2.51 -0.68
H8 -0.49 -3.50 -1.71
H9 0.45 -2.47 -2.48
H10 -1.92 -1.36 -2.33
H11 -1.10 -0.40 -1.22
H12 -2.06 -1.73 -0.56

two.
The following is a quantum chemistry calculation of a cluster of 2 separate species, C6H12N2 in total, from OMol25.

Computed properties:
HOMO-LUMO gap (alpha / beta) = 6.94 / 8.32 eV
HOMO (alpha / beta) = -6.658 / -7.701 eV

CARTESIAN COORDINATES (ANGSTROEM)
C1 1.72 0.60 -0.63
C2 0.61 0.58 0.22
C3 2.76 -0.28 -0.59
C4 -0.44 1.59 0.19
C5 2.87 -1.45 0.33
C6 -3.77 -0.44 -0.21
N1 -1.57 -1.32 -0.19
N2 -2.32 -0.42 -0.21
H1 1.77 1.40 -1.35
H2 0.56 -0.15 1.01
H3 3.60 -0.12 -1.25
H4 -1.40 1.10 -0.15
H5 -0.22 2.41 -0.48
H6 -0.68 1.97 1.19
H7 3.41 -1.18 1.24
H8 3.42 -2.26 -0.15
H9 1.88 -1.82 0.61
H10 -4.15 -1.45 -0.38
H11 -4.10 -0.08 0.77
H12 -4.13 0.25 -0.97

Stability check: which of them is least stable? two.

one.
The following is a quantum chemistry calculation of a cluster of 2 separate species, C6H12N2 in total, from OMol25.

Computed properties:
HOMO-LUMO gap = 9.42 eV
structure (SMILES) = Cc1c[nH]cn1.CC
HOMO = -8.539 eV

CARTESIAN COORDINATES (ANGSTROEM)
C1 -0.17 2.92 1.40
C2 -1.30 2.19 2.11
H1 -0.37 3.73 0.71
H2 0.61 3.25 2.11
H3 0.60 2.25 0.99
H4 -2.11 2.86 2.39
H5 -0.88 1.72 2.99
H6 -1.67 1.34 1.53
C3 -0.53 -2.81 0.17
C4 -0.40 -0.95 -1.55
C5 0.13 -1.65 -0.48
C6 1.33 0.11 -0.70
N1 0.32 0.21 -1.61
N2 1.24 -1.01 -0.03
H7 -1.31 -1.10 -2.10
H8 0.28 0.97 -2.26
H9 -0.85 -2.59 1.19
H10 0.13 -3.67 0.29
H11 2.14 0.80 -0.53
H12 -1.42 -3.05 -0.42

two.
The following is a quantum chemistry calculation of a cluster of 2 separate species, C6H12N2 in total, from OMol25.

Computed properties:
HOMO-LUMO gap = 9.70 eV
structure (SMILES) = Cc1c[nH]cn1.CC
HOMO = -8.733 eV

CARTESIAN COORDINATES (ANGSTROEM)
C1 -2.36 -1.38 -0.96
C2 -1.13 -0.74 -0.92
C3 -0.60 0.44 -1.19
C4 1.14 -0.94 -0.39
N1 -0.02 -1.56 -0.48
N2 0.79 0.40 -0.96
H1 -2.64 -1.50 -2.00
H2 -3.07 -0.91 -0.30
H3 -1.02 1.30 -1.39
H4 2.17 -1.40 -0.40
H5 1.35 1.27 -0.93
H6 -2.24 -2.39 -0.48
C5 1.64 1.18 2.07
C6 0.35 1.93 1.97
H7 2.36 1.49 2.84
H8 1.57 0.14 2.19
H9 2.08 1.20 1.12
H10 -0.38 1.17 1.43
H11 -0.07 1.98 3.02
H12 0.23 2.89 1.49

three.
The following is a quantum chemistry calculation of the molecule C6H12N2, from OMol25.

Computed properties:
HOMO-LUMO gap = 9.97 eV
structure (SMILES) = [H]/N=N/[C@@]1(C)C[C@H]1CC
HOMO = -9.008 eV

CARTESIAN COORDINATES (ANGSTROEM)
C1 -0.90 0.36 1.45
C2 0.18 0.67 0.45
C3 -1.27 0.09 0.03
C4 -2.02 0.94 -1.04
C5 2.30 -0.20 -0.71
C6 1.41 -0.17 0.49
N1 -0.57 -2.10 0.37
N2 -1.04 -1.26 -0.47
H1 -0.79 -0.45 2.07
H2 -1.27 1.16 2.02
H3 0.37 1.73 0.21
H4 -1.75 0.69 -2.12
H5 -1.69 2.00 -0.89
H6 -3.20 0.99 -0.77
H7 1.67 -0.17 -1.61
H8 2.99 -1.06 -0.66
H9 2.88 0.68 -0.73
H10 1.94 0.28 1.32
H11 1.15 -1.23 0.76
H12 -0.39 -2.96 -0.15

Stability check: which of them is least stable? three.

one.
The following is a quantum chemistry calculation of the molecule C6H12N2, from OMol25.

Computed properties:
HOMO-LUMO gap = 9.91 eV
structure (SMILES) = NC[C@H]1CC2CN1C2
HOMO = -8.858 eV

CARTESIAN COORDINATES (ANGSTROEM)
C1 -1.65 0.66 0.28
C2 -0.46 0.18 -0.46
C3 0.68 1.21 -0.45
C4 1.79 0.29 0.04
C5 1.35 -1.02 -0.71
C6 1.02 -0.28 1.22
H1 -2.07 -1.57 -0.21
H2 -3.34 -0.72 0.63
H3 -1.42 0.79 1.38
H4 -2.14 1.53 -0.26
H5 -0.73 -0.15 -1.49
H6 0.90 1.33 -1.52
H7 0.54 2.18 0.16
H8 2.78 0.60 -0.09
H9 2.03 -1.84 -0.42
H10 0.95 -1.21 -1.83
H11 1.60 -0.97 1.80
H12 0.62 0.54 1.84
N1 -2.51 -0.58 -0.18
N2 0.07 -0.99 0.25

two.
The following is a quantum chemistry calculation of a structure of composition C6H12N2, from OMol25.

Computed properties:
HOMO-LUMO gap = 9.02 eV
HOMO = -7.972 eV

CARTESIAN COORDINATES (ANGSTROEM)
C1 -0.56 1.92 0.03
C2 -0.06 0.49 0.14
C3 0.91 0.35 1.90
C4 -0.41 -0.26 1.38
N1 1.94 -0.42 1.97
H1 2.69 -0.04 2.55
H2 0.83 1.29 2.45
H3 0.23 2.63 0.24
H4 -1.42 2.11 0.69
H5 -0.92 2.16 -0.97
H6 -0.27 -1.33 1.31
H7 -1.32 0.08 1.88
C5 0.05 -1.88 -1.56
C6 -0.47 -0.47 -1.43
N2 -1.17 0.15 -2.25
H8 -1.45 -0.36 -3.10
H9 0.88 0.30 -0.44
H10 -0.13 -2.27 -2.56
H11 1.11 -1.91 -1.36
H12 -0.45 -2.53 -0.85

Stability check: which of them is least stable? one.